DFT (ωB97M-V/def2-TZVPD) results for a structure of composition C29H22N3ORu.

Last column: natural (NBO) charge in e.
Cartesian coordinates (Å):
Ru: -1.0375 -0.2341 -0.6935  0.89
C: -1.3438 -4.6222 -1.0632  -0.26
C: -1.2262 -3.2595 -1.3761  0.08
N: -1.0792 -2.3213 -0.4688  -0.42
C: -1.1110 -2.6771 0.8619  0.20
C: -1.2260 -4.0247 1.2569  -0.11
C: -1.3263 -5.0036 0.2443  -0.12
C: -1.2700 -4.3494 2.6334  -0.19
C: -1.2321 -3.3445 3.5520  -0.19
C: -1.1373 -1.9915 3.1738  -0.27
C: -1.0658 -1.6161 1.8443  0.16
N: -1.0367 -0.3547 1.3063  -0.57
C: -0.9172 0.8653 1.9398  0.16
C: -0.5951 1.1367 3.2547  -0.28
C: -0.5861 2.4580 3.7499  -0.12
C: -0.9113 3.5254 2.9683  -0.25
C: -1.2033 3.3086 1.6003  -0.10
C: -1.5755 4.3443 0.7137  -0.11
C: -1.8538 4.0583 -0.5908  -0.26
C: -1.6855 2.7421 -1.0482  0.09
N: -1.3027 1.7671 -0.2568  -0.42
C: -1.1367 2.0036 1.0823  0.21
H: -1.4413 -5.3444 -1.8615  0.23
H: -1.2549 -2.9293 -2.4029  0.21
H: -1.4072 -6.0471 0.5244  0.22
H: -1.3560 -5.3856 2.9338  0.21
H: -1.2879 -3.5818 4.6071  0.21
H: -1.1620 -1.2503 3.9529  0.22
H: -0.3224 0.3425 3.9277  0.21
H: -0.3297 2.6157 4.7900  0.21
H: -0.9376 4.5308 3.3677  0.21
H: -1.6496 5.3577 1.0897  0.22
H: -2.1693 4.8264 -1.2826  0.23
H: -1.8379 2.4704 -2.0857  0.23
C: -0.7573 -0.6562 -3.6479  -0.23
O: -1.4143 -0.0064 -2.5932  -0.77
H: 0.1395 -0.0991 -3.9432  0.17
H: -1.4173 -0.7172 -4.5202  0.16
H: -0.4143 -1.6659 -3.4001  0.14
C: 3.2933 2.7823 -2.7703  -0.22
C: 1.9009 2.6933 -2.9808  -0.22
C: 1.1652 1.7354 -2.3439  -0.22
C: 1.7546 0.8060 -1.4473  -0.04
C: 1.0007 -0.1912 -0.7389  0.02
C: 1.7010 -1.1019 0.0137  -0.31
C: 3.1050 -1.0537 0.1517  -0.20
C: 3.8256 -0.0802 -0.4697  -0.21
C: 3.1663 0.8687 -1.2866  -0.08
C: 3.9052 1.8803 -1.9526  -0.18
H: 3.8716 3.5480 -3.2717  0.21
H: 1.4146 3.3780 -3.6651  0.21
H: 0.1162 1.6358 -2.5607  0.22
H: 1.1815 -1.8728 0.5671  0.20
H: 3.5972 -1.7936 0.7715  0.21
H: 4.9017 -0.0200 -0.3573  0.21
H: 4.9780 1.9143 -1.7998  0.20

E_LUMO (alpha / beta): -0.0056 / -0.0149 hartree
Charge: 0
Highest occupied orbital energy (alpha / beta): -6.860 / -7.159 eV
Spin multiplicity: 2
Gap between HOMO and LUMO (alpha / beta): 6.71 / 6.75 eV
Energy above the lowest of the compared OMol25 structures with the same formula, charge and spin: 0.0 kcal/mol
Total energy: -39530.6138 eV